[1]
The following is a quantum chemistry calculation of a cluster of 2 separate species, C3H11NOS in total, from the OMol25 dataset.

Element x y z (Å)
1 C 0.130 -0.231 0.768
2 C 0.314 -0.962 -0.559
3 C 0.637 -0.153 -1.801
4 S 2.359 -0.433 -2.336
5 N -0.700 -1.081 1.568
6 H -0.296 0.773 0.714
7 H 1.119 0.058 1.179
8 H 1.010 -1.830 -0.328
9 H -0.499 -1.707 -0.605
10 H 0.496 0.937 -1.701
11 H -0.122 -0.504 -2.591
12 H 2.862 0.303 -1.378
13 H -1.699 -0.892 1.555
14 H -0.364 -2.018 1.705
15 H -1.465 2.609 0.550
16 H -1.628 2.540 2.035
17 O -2.155 2.591 1.224

Summary:
- LUMO level (alpha / beta): -3.174 / -8.690 eV
- Net charge: +1
- <S²>: 0.7575
- HOMO level (alpha / beta): -13.902 / -13.077 eV
- Multiplicity: 2

[2]
The following is a quantum chemistry calculation of the molecule C6H8, from the OMol25 dataset.

Element x y z (Å)
1 C 0.947 1.632 -0.340
2 C -0.965 0.139 0.067
3 C 1.841 0.461 0.018
4 C 1.311 -0.909 -0.168
5 C -0.179 -0.912 0.230
6 C -2.363 0.677 -0.109
7 H 2.855 0.491 -0.437
8 H 1.727 0.780 1.154
9 H 1.454 -1.232 -1.174
10 H 1.936 -1.596 0.306
11 H -0.652 -1.818 0.596
12 H -3.031 -0.194 -0.253
13 H -2.309 1.529 -0.841
14 H -2.572 0.951 0.952

Summary:
- LUMO level (alpha / beta): 0.157 / 0.121 eV
- Net charge: 0
- HOMO level (alpha / beta): -7.500 / -7.529 eV

[3]
The following is a quantum chemistry calculation of a cluster of 2 separate species, C13H16NP in total, from the OMol25 dataset.

Element x y z (Å)
1 N 0.573 -2.373 1.176
2 C -0.331 -2.264 0.394
3 P -1.592 -2.324 -0.595
4 C -2.280 -0.618 -0.159
5 C -2.085 -0.087 1.140
6 C -2.936 0.932 1.507
7 C -3.849 1.539 0.689
8 C -3.886 1.072 -0.646
9 C -3.105 -0.011 -1.087
10 H 1.470 -1.951 1.184
11 H -1.444 -0.701 1.760
12 H -2.854 1.380 2.544
13 H -4.482 2.209 1.311
14 H -4.478 1.583 -1.439
15 H -3.343 -0.295 -2.120
16 C 2.157 -1.404 -1.030
17 C 1.250 -0.535 -1.416
18 C 1.161 0.928 -1.004
19 C 2.388 1.469 -0.284
20 C 2.719 0.388 0.757
21 C 3.153 -0.926 0.047
22 H 1.921 -2.473 -1.114
23 H 0.313 -0.824 -1.911
24 H 0.373 1.024 -0.375
25 H 0.895 1.532 -2.011
26 H 2.054 2.389 0.242
27 H 3.198 1.775 -1.044
28 H 3.498 0.794 1.580
29 H 1.923 0.289 1.472
30 H 4.146 -0.829 -0.373
31 H 3.473 -1.688 0.805

Summary:
- LUMO level: 0.620 eV
- Net charge: 0
- HOMO level: -7.975 eV

[4]
The following is a quantum chemistry calculation of a structure of composition C27H40BrINO3S3Sb2Tl, from the OMol25 dataset.

Element x y z (Å)
1 Tl -0.846 -1.103 -1.645
2 C -3.160 3.531 -0.204
3 Sb -2.446 2.338 1.462
4 C -4.005 0.865 1.198
5 C -1.252 2.224 4.708
6 C 0.068 2.520 4.657
7 C 0.471 3.901 4.537
8 C 1.766 4.261 4.422
9 C 2.786 3.266 4.407
10 C 2.476 1.952 4.535
11 C 1.128 1.510 4.719
12 C 0.872 0.180 4.969
13 Sb 0.490 -0.844 2.634
14 C 0.418 -2.700 3.789
15 C 2.627 -0.889 2.221
16 H -4.116 3.945 0.107
17 H -3.293 2.910 -1.087
18 H -2.474 4.347 -0.414
19 H -4.806 1.048 1.904
20 H -3.594 -0.125 1.360
21 H -4.395 0.937 0.186
22 H -1.635 1.224 4.817
23 H -1.978 3.021 4.719
24 H -0.313 4.639 4.542
25 H 2.047 5.300 4.350
26 H 3.815 3.574 4.301
27 H 3.258 1.206 4.559
28 H -0.077 -0.128 5.374
29 H 1.704 -0.464 5.199
30 H 1.388 -2.951 4.207
31 H 0.068 -3.513 3.166
32 H -0.291 -2.571 4.600
33 H 3.135 -1.656 2.800
34 H 3.044 0.083 2.464
35 H 2.752 -1.042 1.155
36 C 1.630 -2.678 -5.009
37 C 1.346 -3.910 -4.164
38 S -0.248 -3.941 -3.276
39 C -1.493 -4.291 -4.569
40 C -1.866 -3.111 -5.444
41 S -2.311 -1.626 -4.449
42 C -1.466 -0.277 -5.343
43 C 0.023 -0.414 -5.624
44 S 1.076 -1.080 -4.271
45 H 1.171 -2.767 -5.991
46 H 2.708 -2.589 -5.146
47 H 2.079 -3.996 -3.362
48 H 1.392 -4.806 -4.785
49 H -2.362 -4.628 -4.004
50 H -1.117 -5.118 -5.172
51 H -2.742 -3.369 -6.037
52 H -1.057 -2.836 -6.111
53 H -1.656 0.590 -4.713
54 H -1.990 -0.144 -6.289
55 H 0.423 0.578 -5.833
56 H 0.212 -1.034 -6.498
57 Br -0.780 2.369 -2.529
58 C 0.091 3.342 -1.147
59 C 0.418 4.676 -1.318
60 C 1.121 5.326 -0.316
61 C 1.505 4.650 0.832
62 C 1.156 3.321 1.003
63 C 0.428 2.669 0.018
64 C 0.048 1.241 0.165
65 O 0.888 0.353 0.076
66 O -1.192 0.960 0.361
67 H 0.133 5.192 -2.220
68 H 1.395 6.360 -0.444
69 H 2.079 5.163 1.586
70 H 1.452 2.763 1.880
71 N 1.566 -4.100 0.835
72 C 0.358 -3.641 0.526
73 O 0.047 -2.457 0.677
74 C -0.615 -4.668 0.009
75 I -2.553 -3.805 -0.301
76 H 2.250 -3.452 1.202
77 H 1.834 -5.060 0.689
78 H -0.734 -5.477 0.730
79 H -0.281 -5.077 -0.946

Summary:
- LUMO level (alpha / beta): -6.488 / -6.489 eV
- Net charge: +2
- HOMO level (alpha / beta): -12.912 / -12.912 eV

[5]
The following is a quantum chemistry calculation of a structure of composition C18H18N5O6RhS2, from the OMol25 dataset.

Element x y z (Å)
1 Rh 1.241 -0.200 0.304
2 N -2.179 0.020 -2.421
3 C -1.431 -0.442 -1.423
4 N -0.721 0.310 -0.633
5 C -0.671 1.690 -0.875
6 N 0.048 2.455 -0.119
7 N 0.691 1.659 0.801
8 C 0.616 1.932 2.045
9 C 0.828 0.796 2.942
10 C 0.842 0.886 4.319
11 C 0.887 -0.289 5.060
12 C 0.893 -1.501 4.400
13 C 0.880 -1.521 3.011
14 N 0.850 -0.399 2.304
15 C -1.472 2.249 -1.955
16 C -1.469 3.609 -2.263
17 C -2.208 4.075 -3.328
18 C -2.957 3.188 -4.103
19 C -2.968 1.840 -3.815
20 C -2.220 1.378 -2.737
21 H -2.661 -0.642 -3.009
22 H -1.413 -1.513 -1.281
23 H 0.209 2.877 2.387
24 H 0.821 1.856 4.795
25 H 0.914 -0.250 6.140
26 H 0.929 -2.437 4.938
27 H 0.928 -2.442 2.450
28 H -0.865 4.274 -1.662
29 H -2.200 5.128 -3.572
30 H -3.529 3.557 -4.944
31 H -3.536 1.145 -4.421
32 C 0.616 -1.389 -4.635
33 C 1.327 -1.309 -3.297
34 C 2.778 -1.754 -3.415
35 O 0.606 -2.169 -2.406
36 C 1.287 0.132 -2.738
37 O 0.816 1.039 -3.409
38 O 1.806 0.328 -1.561
39 H 0.633 -2.421 -4.986
40 H 1.103 -0.746 -5.366
41 H -0.419 -1.058 -4.544
42 H 2.822 -2.766 -3.821
43 H 3.271 -1.745 -2.444
44 H 3.322 -1.083 -4.083
45 H 1.165 -2.345 -1.629
46 O 1.732 -2.188 0.098
47 S 3.180 -2.314 0.631
48 O 4.063 -2.801 -0.385
49 O 3.178 -3.021 1.886
50 S 3.430 -0.276 0.937

Summary:
- LUMO level: -1.308 eV
- Net charge: 0
- HOMO level: -8.383 eV

[6]
The following is a quantum chemistry calculation of a cluster of 2 separate species, C4H11PS2 in total, from the OMol25 dataset.

Element x y z (Å)
1 C -1.633 0.491 -1.244
2 P -1.959 0.032 0.457
3 S -2.049 -2.097 0.207
4 S -3.942 0.747 0.430
5 H -1.037 1.435 -1.408
6 H -0.969 -0.328 -1.765
7 H -2.488 0.437 -1.943
8 H -1.378 -2.090 1.447
9 H -3.884 1.772 1.400
10 C 3.191 0.348 -0.526
11 C 2.523 -0.370 0.309
12 C 1.205 -0.151 0.945
13 H 2.750 1.230 -0.949
14 H 4.212 0.023 -0.865
15 H 3.108 -1.244 0.418
16 H 1.038 0.932 0.914
17 H 0.953 -0.598 1.960
18 H 0.358 -0.571 0.214

Summary:
- LUMO level: 0.571 eV
- Net charge: 0
- HOMO level: -9.052 eV

What did the sixth record say?
The following is a quantum chemistry calculation of a cluster of 2 separate species, C4H11PS2 in total, from the OMol25 dataset.

Element x y z (Å)
1 C -1.633 0.491 -1.244
2 P -1.959 0.032 0.457
3 S -2.049 -2.097 0.207
4 S -3.942 0.747 0.430
5 H -1.037 1.435 -1.408
6 H -0.969 -0.328 -1.765
7 H -2.488 0.437 -1.943
8 H -1.378 -2.090 1.447
9 H -3.884 1.772 1.400
10 C 3.191 0.348 -0.526
11 C 2.523 -0.370 0.309
12 C 1.205 -0.151 0.945
13 H 2.750 1.230 -0.949
14 H 4.212 0.023 -0.865
15 H 3.108 -1.244 0.418
16 H 1.038 0.932 0.914
17 H 0.953 -0.598 1.960
18 H 0.358 -0.571 0.214

Summary:
- LUMO level: 0.571 eV
- Net charge: 0
- HOMO level: -9.052 eV

> What is the net charge in the first record?

+1